13 unconnected molecules or ions with the total composition C51H83N11O8 in a non-equilibrium geometry. Source: the OMol25 dataset; level of theory: ωB97M-V/def2-TZVPD.

The HOMO energy comes out at -9.378 eV. The LUMO energy is 0.00 eV. Its energy above the lowest of the compared OMol25 structures with the same formula, charge and spin is 515.2 kJ/mol.

Last columns: bonded neighbours and bond lengths (Å).
Geometry (Å):
1 C 7.0605 -4.2979 -1.1215  C2 1.572, C5 1.532, H6 1.090, H7 1.090
2 C 5.7955 -3.8532 -1.9419  C1 1.572, C3 1.526, H8 1.090, H9 1.090
3 C 4.7187 -4.7184 -1.2937  C2 1.526, O4 1.477, H10 1.090, H11 1.090
4 O 5.2953 -5.2503 -0.0424  C3 1.477, C5 1.413
5 C 6.4930 -4.5707 0.2751  C1 1.532, O4 1.413, H12 1.090, H13 1.090
6 H 7.8210 -3.5173 -1.1406  C1 1.090
7 H 7.5653 -5.1396 -1.5959  C1 1.090
8 H 5.8611 -4.0267 -3.0160  C2 1.090
9 H 5.4346 -2.8274 -1.8670  C2 1.090
10 H 4.3362 -5.4579 -1.9973  C3 1.090
11 H 3.8444 -4.1388 -0.9975  C3 1.090
12 H 7.1914 -5.1539 0.8753  C5 1.090
13 H 6.2047 -3.6699 0.8169  C5 1.090
14 C 2.5825 4.5324 8.9587  C15 1.549, C18 1.496, H19 1.090, H20 1.090
15 C 3.8305 5.3513 9.3741  C14 1.549, C16 1.568, H21 1.090, H22 1.090
16 C 4.4303 4.3442 10.4155  C15 1.568, O17 1.428, H23 1.090, H24 1.090
17 O 4.1492 3.0832 9.8075  C16 1.428, C18 1.449
18 C 2.8453 3.0761 9.1753  C14 1.496, O17 1.449, H25 1.090, H26 1.090
19 H 2.2181 4.7350 7.9516  C14 1.090
20 H 1.7692 4.9550 9.5486  C14 1.090
21 H 3.6018 6.3295 9.7971  C15 1.090
22 H 4.5544 5.4304 8.5629  C15 1.090
23 H 3.9182 4.2747 11.3752  C16 1.090
24 H 5.4911 4.4254 10.6524  C16 1.090
25 H 2.1051 2.6106 9.8261  C18 1.090
26 H 2.9432 2.6300 8.1856  C18 1.090
27 C 8.5723 2.4347 -8.7861  C28 1.547, H32 1.090, H33 1.090, H34 1.090
28 C 7.1510 1.9512 -8.4150  C27 1.547, O29 1.215, N30 1.337
29 O 6.3509 1.6402 -9.2747  C28 1.215
30 N 6.7728 1.9456 -7.1322  C28 1.337, C31 1.424, H35 1.010
31 C 5.4954 1.5556 -6.6376  N30 1.424, H36 1.090, H37 1.090, H38 1.090
32 H 9.0757 2.9643 -7.9773  C27 1.090
33 H 8.6029 3.1145 -9.6376  C27 1.090
34 H 9.2110 1.5999 -9.0746  C27 1.090
35 H 7.4025 2.2873 -6.4203  N30 1.010
36 H 5.5364 1.6362 -5.5514  C31 1.090
37 H 5.3013 0.5389 -6.9796  C31 1.090
38 H 4.6696 2.2262 -6.8752  C31 1.090
39 C -4.7647 -0.8557 -8.1026  C40 1.512, H44 1.090, H45 1.090, H46 1.090
40 C -4.2669 -1.8032 -7.0344  C39 1.512, O41 1.204, N42 1.339
41 O -4.8814 -2.8175 -6.8255  C40 1.204
42 N -3.1527 -1.6068 -6.3192  C40 1.339, C43 1.429, H47 1.010
43 C -2.1010 -0.6723 -6.5700  N42 1.429, H48 1.090, H49 1.090, H50 1.090
44 H -4.1179 -0.8117 -8.9788  C39 1.090
45 H -4.9135 0.1231 -7.6464  C39 1.090
46 H -5.7489 -1.1962 -8.4244  C39 1.090
47 H -2.9877 -2.3465 -5.6516  N42 1.010
48 H -2.2583 -0.3435 -7.5972  C43 1.090
49 H -1.0912 -1.0675 -6.4587  C43 1.090
50 H -2.1089 0.1771 -5.8869  C43 1.090
51 C -3.1492 -5.6784 5.3835  C52 1.520, H56 1.090, H57 1.090, H58 1.090
52 C -3.1113 -7.0897 5.9465  C51 1.520, O53 1.239, N54 1.352
53 O -2.2939 -7.4082 6.8216  C52 1.239
54 N -4.0001 -7.9833 5.4570  C52 1.352, C55 1.406, H59 1.010
55 C -3.9912 -9.3361 5.8404  N54 1.406, H60 1.090, H61 1.090, H62 1.090
56 H -3.1046 -5.7350 4.2959  C51 1.090
57 H -2.2611 -5.1647 5.7514  C51 1.090
58 H -3.9860 -5.0274 5.6369  C51 1.090
59 H -4.5982 -7.8238 4.6590  N54 1.010
60 H -5.0108 -9.6287 5.5895  C55 1.090
61 H -3.8937 -9.5617 6.9024  C55 1.090
62 H -3.1678 -9.8527 5.3473  C55 1.090
63 C -10.1482 -6.1581 -4.7188  C64 1.526, H68 1.090, H69 1.090, H70 1.090
64 C -10.0200 -5.4249 -3.3863  C63 1.526, O65 1.213, N66 1.317
65 O -10.8797 -5.5981 -2.5479  C64 1.213
66 N -8.9874 -4.6155 -3.2766  C64 1.317, C67 1.508, H71 1.010
67 C -8.7695 -3.8305 -2.0077  N66 1.508, H72 1.090, H73 1.090, H74 1.090
68 H -9.1917 -6.3271 -5.2134  C63 1.090
69 H -10.6538 -5.5654 -5.4811  C63 1.090
70 H -10.6252 -7.1056 -4.4684  C63 1.090
71 H -8.2878 -4.5638 -4.0033  N66 1.010
72 H -9.5456 -3.9706 -1.2553  C67 1.090
73 H -8.7589 -2.7745 -2.2777  C67 1.090
74 H -7.8489 -4.0714 -1.4760  C67 1.090
75 C 2.4057 0.9943 0.8687  C76 1.484, H80 1.090, H81 1.090, H82 1.090
76 C 1.2426 0.4560 0.1210  C75 1.484, O77 1.210, N78 1.311
77 O 1.3852 0.2599 -1.0642  C76 1.210
78 N 0.1135 0.2176 0.7432  C76 1.311, C79 1.446, H83 1.010
79 C -1.0715 -0.1591 0.0041  N78 1.446, H84 1.090, H85 1.090, H86 1.090
80 H 3.0814 0.1574 1.0449  C75 1.090
81 H 2.0796 1.2682 1.8721  C75 1.090
82 H 2.9210 1.8151 0.3699  C75 1.090
83 H -0.0630 0.3272 1.7316  N78 1.010
84 H -0.9132 -0.9424 -0.7372  C79 1.090
85 H -1.5849 0.6690 -0.4843  C79 1.090
86 H -1.7730 -0.5672 0.7317  C79 1.090
87 C -3.2275 1.1094 8.0158  C88 1.579, H92 1.090, H93 1.090, H94 1.090
88 C -2.8981 1.5557 6.5374  C87 1.579, O89 1.237, N90 1.360
89 O -2.1464 0.8973 5.8081  C88 1.237
90 N -3.4852 2.7054 6.1097  C88 1.360, C91 1.504, H95 1.010
91 C -4.3157 3.6143 6.9735  N90 1.504, H96 1.090, H97 1.090, H98 1.090
92 H -4.2932 1.1143 8.2444  C87 1.090
93 H -2.7714 1.7723 8.7511  C87 1.090
94 H -2.8581 0.1008 8.2013  C87 1.090
95 H -3.3849 2.9101 5.1258  N90 1.010
96 H -3.8453 4.4879 7.4247  C91 1.090
97 H -4.7517 3.1610 7.8637  C91 1.090
98 H -5.1703 4.0818 6.4843  C91 1.090
99 N 9.0791 3.9223 -2.3577  C100 1.332, C104 1.391
100 C 9.5622 2.9361 -1.6035  N99 1.332, C101 1.395, H105 1.080
101 C 10.9152 2.5984 -1.5885  C100 1.395, C102 1.399, H106 1.080
102 C 11.8522 3.3927 -2.2580  C101 1.399, C103 1.402, H107 1.080
103 C 11.3456 4.3816 -3.1125  C102 1.402, C104 1.372, H108 1.080
104 C 9.9998 4.6471 -3.1070  N99 1.391, C103 1.372, H109 1.080
105 H 8.8680 2.3468 -1.0227  C100 1.080
106 H 11.1443 1.7600 -0.9474  C101 1.080
107 H 12.8640 3.0391 -2.1253  C102 1.080
108 H 11.9586 5.0140 -3.7375  C103 1.080
109 H 9.5445 5.3900 -3.7452  C104 1.080
110 N 1.8742 6.7999 -7.4290  C111 1.367, C115 1.350
111 C 0.5511 6.4577 -7.4280  N110 1.367, C112 1.397, H116 1.080
112 C -0.0915 5.9334 -6.3034  C111 1.397, C113 1.371, H117 1.080
113 C 0.6364 5.6170 -5.1857  C112 1.371, C114 1.420, H118 1.080
114 C 2.0181 5.9407 -5.2233  C113 1.420, C115 1.411, H119 1.080
115 C 2.5988 6.6429 -6.3009  N110 1.350, C114 1.411, H120 1.080
116 H -0.0221 6.7093 -8.3080  C111 1.080
117 H -1.1695 5.8716 -6.2864  C112 1.080
118 H 0.2923 5.1059 -4.2988  C113 1.080
119 H 2.5950 5.6125 -4.3713  C114 1.080
120 H 3.6567 6.8516 -6.3619  C115 1.080
121 N -11.0048 -0.3024 2.7986  C122 1.402, C126 1.291
122 C -10.4148 -1.1416 3.7546  N121 1.402, C123 1.406, H127 1.080
123 C -9.0279 -1.2235 3.9681  C122 1.406, C124 1.396, H128 1.080
124 C -8.2126 -0.3192 3.2848  C123 1.396, C125 1.404, H129 1.080
125 C -8.8100 0.5778 2.3847  C124 1.404, C126 1.403, H130 1.080
126 C -10.1900 0.4666 2.1572  N121 1.291, C125 1.403, H131 1.080
127 H -11.1089 -1.8847 4.1185  C122 1.080
128 H -8.5461 -1.8652 4.6910  C123 1.080
129 H -7.1477 -0.3028 3.4640  C124 1.080
130 H -8.2512 1.3130 1.8246  C125 1.080
131 H -10.6714 1.1768 1.5012  C126 1.080
132 N 2.2230 9.3644 2.7359  C133 1.388, C137 1.336
133 C 2.7817 8.2531 3.3527  N132 1.388, C134 1.379, H138 1.080
134 C 3.4681 7.2490 2.7021  C133 1.379, C135 1.363, H139 1.080
135 C 3.7260 7.4712 1.3824  C134 1.363, C136 1.373, H140 1.080
136 C 3.2383 8.5642 0.7099  C135 1.373, C137 1.427, H141 1.080
137 C 2.4011 9.4777 1.4170  N132 1.336, C136 1.427, H142 1.080
138 H 2.6753 8.1260 4.4199  C133 1.080
139 H 3.7992 6.3795 3.2506  C134 1.080
140 H 4.2394 6.7228 0.7970  C135 1.080
141 H 3.5327 8.7683 -0.3090  C136 1.080
142 H 1.8730 10.3396 1.0366  C137 1.080
143 N -2.9062 -6.3308 -1.9305  C144 1.373, C148 1.386
144 C -2.1556 -6.5834 -0.8090  N143 1.373, C145 1.451, H149 1.080
145 C -2.2250 -7.8360 -0.0796  C144 1.451, C146 1.398, H150 1.080
146 C -3.1017 -8.8118 -0.5616  C145 1.398, C147 1.435, H151 1.080
147 C -3.9171 -8.5628 -1.7157  C146 1.435, C148 1.394, H152 1.080
148 C -3.7466 -7.3419 -2.3677  N143 1.386, C147 1.394, H153 1.080
149 H -1.4252 -5.8411 -0.5228  C144 1.080
150 H -1.5485 -8.1224 0.7120  C145 1.080
151 H -3.1164 -9.7884 -0.1008  C146 1.080
152 H -4.4860 -9.3261 -2.2257  C147 1.080
153 H -4.2181 -7.1771 -3.3252  C148 1.080